1.
Formula: C20H40AsBF6Mg2N2O22
Source: the OMol25 dataset
Level of theory: ωB97M-V/def2-TZVPD

Output
* energy above the lowest of the compared OMol25 structures with the same formula, charge and spin: 0.000 eV

Geometry as XYZ:
```
94
C20H40AsBF6Mg2N2O22 | the OMol25 dataset | ωB97M-V/def2-TZVPD
Mg 2.572 -1.451 0.395
Mg -2.706 0.996 1.306
O -1.908 1.690 -0.445
C -1.435 1.971 -1.511
O -1.432 1.174 -2.526
B -1.030 1.938 -3.746
O -0.677 3.277 -3.252
C -0.831 3.353 -1.944
O -0.628 4.290 -1.246
O -2.118 1.975 -4.733
C -1.728 1.322 -5.835
O -2.364 1.202 -6.834
C -0.322 0.773 -5.554
O 0.049 1.196 -4.361
O 0.311 0.138 -6.342
N -0.460 -1.254 1.290
O -1.286 -0.335 1.548
O -0.841 -2.411 1.138
O 0.731 -0.920 1.163
N 1.761 -4.369 0.810
O 1.685 -4.359 2.047
O 1.348 -5.324 0.158
O 2.230 -3.351 0.219
As 2.835 2.124 1.079
F 2.213 1.481 2.594
F 2.690 3.735 1.707
F 3.377 2.712 -0.474
F 2.988 0.466 0.498
F 1.201 2.168 0.442
F 4.481 1.985 1.641
C 2.575 -1.709 3.483
O 3.238 -1.513 2.245
C 4.657 -1.508 2.364
C 5.326 -1.744 0.984
O 4.418 -1.651 -0.137
C 5.134 -1.728 -1.350
H 3.061 -2.433 4.135
H 1.555 -2.028 3.304
H 2.536 -0.751 4.013
H 4.998 -2.228 3.110
H 4.939 -0.541 2.793
H 5.873 -2.686 0.990
H 6.051 -0.948 0.802
H 5.390 -2.751 -1.625
H 6.035 -1.110 -1.333
H 4.562 -1.321 -2.182
C -5.449 2.438 0.690
O -4.071 2.345 1.093
C -3.566 3.694 1.256
C -2.122 3.729 1.800
O -1.800 2.451 2.292
C -0.716 2.436 3.194
H -5.481 2.874 -0.309
H -6.010 3.043 1.399
H -5.822 1.417 0.650
H -4.251 4.286 1.870
H -3.591 4.205 0.289
H -2.072 4.516 2.553
H -1.511 3.997 0.935
H 0.200 2.798 2.718
H -0.455 1.446 3.566
H -0.876 3.038 4.097
C -3.883 1.116 4.211
O -3.591 0.398 3.037
C -4.585 -0.591 2.726
C -4.210 -1.371 1.484
O -3.797 -0.425 0.488
C -3.734 -1.004 -0.811
H -4.140 0.418 5.018
H -4.765 1.754 4.104
H -3.026 1.657 4.602
H -5.593 -0.167 2.700
H -4.548 -1.260 3.596
H -5.102 -1.942 1.212
H -3.417 -2.105 1.643
H -3.102 -1.897 -0.789
H -3.367 -0.250 -1.502
H -4.685 -1.369 -1.213
C 3.386 -3.514 -4.307
O 2.750 -2.850 -3.231
C 1.377 -2.560 -3.432
C 0.858 -1.950 -2.141
O 1.761 -1.122 -1.415
C 2.097 0.035 -2.203
H 2.855 -4.418 -4.609
H 4.389 -3.696 -3.925
H 3.502 -2.838 -5.162
H 0.829 -3.467 -3.702
H 1.303 -1.864 -4.277
H 0.457 -2.729 -1.492
H -0.020 -1.313 -2.323
H 1.336 0.808 -2.095
H 2.154 -0.157 -3.273
H 3.047 0.419 -1.846
```

Löwdin population analysis, charges in e, atoms 1 to 4: 0.557 0.572 0.117 -0.331

---

2.
Formula: C20H40AsF6NaO10S5
Source: the OMol25 dataset
Level of theory: ωB97M-V/def2-TZVPD

Geometry as XYZ:
```
83
C20H40AsF6NaO10S5 | the OMol25 dataset | ωB97M-V/def2-TZVPD
Na -0.510 -0.742 -0.730
As -1.147 2.011 2.219
F -0.824 0.632 1.201
F -1.341 0.978 3.595
F -1.349 3.458 3.176
F -0.959 3.009 0.779
F -2.871 1.930 1.889
F 0.602 2.161 2.501
C -4.488 -3.592 2.888
C -4.594 -2.098 3.234
C -3.237 -1.429 3.016
S -2.246 -2.581 2.019
O -1.298 -3.260 2.891
O -1.739 -1.991 0.801
C -3.635 -3.732 1.648
H -5.469 -4.065 2.839
H -3.982 -4.091 3.722
H -4.972 -1.975 4.249
H -5.365 -1.641 2.611
H -2.624 -1.269 3.897
H -3.368 -0.495 2.476
H -3.369 -4.751 1.384
H -4.175 -3.310 0.795
C 2.139 -1.915 4.344
C 3.125 -2.985 3.832
C 2.861 -3.230 2.355
S 2.535 -1.566 1.683
O 1.424 -1.627 0.741
O 3.720 -0.821 1.301
C 1.926 -0.847 3.256
H 2.612 -1.449 5.209
H 1.161 -2.286 4.640
H 3.092 -3.890 4.438
H 4.142 -2.615 3.992
H 1.908 -3.755 2.257
H 3.554 -3.750 1.697
H 0.890 -0.530 3.177
H 2.483 0.077 3.403
C -4.559 2.211 -3.119
C -4.254 3.389 -2.219
C -2.966 3.092 -1.452
S -1.984 2.034 -2.617
O -1.750 0.740 -2.005
O -0.921 2.811 -3.218
C -3.296 1.839 -3.854
H -5.404 2.340 -3.801
H -4.932 1.344 -2.556
H -5.091 3.618 -1.557
H -4.159 4.309 -2.805
H -3.216 2.454 -0.606
H -2.264 3.871 -1.176
H -3.268 0.918 -4.430
H -3.060 2.628 -4.576
C 3.836 -1.367 -3.053
C 3.331 -0.855 -4.422
C 1.822 -1.143 -4.442
S 1.476 -2.563 -3.378
O 1.150 -3.679 -4.253
O 0.557 -2.141 -2.343
C 3.151 -2.696 -2.686
H 3.528 -0.568 -2.371
H 4.921 -1.423 -2.993
H 3.885 -1.362 -5.214
H 3.464 0.221 -4.498
H 1.464 -1.346 -5.448
H 1.282 -0.295 -4.019
H 3.667 -3.444 -3.289
H 3.142 -2.920 -1.625
C 3.416 3.526 0.273
C 2.045 4.196 0.203
C 1.347 3.681 -1.056
S 1.977 1.975 -1.256
O 2.679 1.920 -2.537
O 1.004 0.942 -0.982
C 3.199 2.034 0.091
H 3.889 3.678 1.243
H 4.025 3.917 -0.546
H 2.159 5.282 0.172
H 1.451 4.046 1.107
H 1.696 4.221 -1.930
H 0.277 3.558 -0.965
H 3.989 1.352 -0.202
H 2.680 1.691 0.989
```

Löwdin population analysis, charges in e, atoms 1 to 4: 0.255 0.792 -0.234 -0.234

---

3.
Formula: C20H40BBeBrF4LiMgN3O11PS
Source: the OMol25 dataset
Level of theory: ωB97M-V/def2-TZVPD

Output
* total charge: +1

Geometry as XYZ:
```
85
C20H40BBeBrF4LiMgN3O11PS | the OMol25 dataset | ωB97M-V/def2-TZVPD
C 4.417 -1.616 1.006
P 3.653 -2.131 -0.540
C 4.777 -2.859 -1.658
C 2.853 -0.640 -1.348
O 2.466 -0.921 -2.678
C 1.865 -2.055 -2.903
N 1.339 -3.064 -3.082
O 3.912 0.385 -1.562
C 3.745 1.283 -0.555
O 4.713 1.908 -0.108
O 2.556 1.357 -0.163
C 1.847 0.116 -0.424
C 0.487 0.511 -0.954
C -0.419 -0.696 -1.214
C -0.237 -1.782 -0.167
S -0.681 -1.173 1.466
H 4.070 -0.620 1.305
H 4.073 -2.265 1.806
H 5.501 -1.649 0.932
H 5.832 -2.654 -1.484
H 4.513 -2.683 -2.695
H 4.670 -4.022 -1.440
H 1.733 -0.384 0.541
H 0.071 1.184 -0.202
H 0.611 1.112 -1.858
H -1.454 -0.352 -1.192
H -0.289 -1.129 -2.204
H -0.915 -2.642 -0.394
H 0.762 -2.206 -0.163
H -0.968 -2.338 2.053
Mg 6.134 1.515 -1.368
B 3.857 1.221 5.879
O 2.838 0.419 5.090
C 3.311 0.092 3.934
O 2.763 -0.561 3.076
C 4.757 0.671 3.816
O 5.491 0.559 2.854
O 5.035 1.288 4.914
F 4.219 0.546 7.014
F 3.387 2.480 6.135
C -6.841 -1.676 0.316
C -5.381 -1.626 0.758
C -4.427 -1.132 -0.331
O -4.122 -2.102 -1.334
C -5.030 -2.306 -2.352
N -5.003 -2.932 1.295
H -7.046 -2.553 -0.303
H -7.492 -1.746 1.185
H -7.123 -0.781 -0.243
H -5.307 -0.904 1.576
H -3.462 -0.920 0.128
H -4.787 -0.200 -0.785
H -5.559 -1.401 -2.667
H -5.779 -3.073 -2.030
H -4.452 -2.690 -3.204
H -4.080 -2.881 1.717
H -4.888 -3.587 0.527
C 0.141 4.263 2.371
C 0.830 4.516 1.041
C 1.174 5.985 0.807
O 0.127 6.820 0.398
C -0.684 7.330 1.448
N 0.016 3.954 -0.050
H -0.918 4.535 2.360
H 0.223 3.199 2.596
H 0.628 4.812 3.177
H 1.773 3.961 1.073
H 1.910 5.993 -0.045
H 1.705 6.418 1.663
H -0.093 7.520 2.346
H -1.498 6.643 1.690
H -1.111 8.268 1.097
H 0.519 3.991 -0.936
H -0.790 4.561 -0.190
Br 4.162 -5.467 -2.704
C -3.602 -5.444 -4.709
O -4.308 -4.179 -4.872
H -3.681 -5.732 -3.662
H -4.045 -6.212 -5.339
H -2.551 -5.316 -4.954
H -4.227 -3.912 -5.793
Li -5.711 -4.034 -3.559
F -0.615 -4.298 -0.460
Be 2.272 5.463 -1.836
F 2.059 2.137 1.958
```

Löwdin population analysis, charges in e, atoms 1 to 4: -0.200 1.122 -0.390 -0.400

---

no.,HOMO-LUMO gap (eV),largest force on an atom (eV/Å)
1,7.97,2.340
2,9.93,2.021
3,2.55,1.240